{
  "formula": "C14H29F6N2O10S3",
  "method": "ωB97M-V/def2-TZVPD",
  "species": ["O", "C", "C", "C", "H", "F", "H", "C", "C", "O", "H", "H", "F", "H", "H", "O", "H", "H", "S", "O", "C", "H", "H", "O", "H", "O", "H", "C", "H", "C", "F", "H", "F", "C", "S", "H", "O", "H", "H", "C", "C", "H", "H", "C", "F", "F", "H", "H", "S", "H", "O", "N", "H", "H", "O", "H", "H", "C", "N", "H", "O", "H", "H", "C"],
  "xyz": [[-1.84, 0.96, 3.94], [3.35, 2.31, 1.21], [2.23, -0.28, 3.86], [1.01, -1.94, 0.44], [2.58, -1.01, 4.58], [-5.13, -4.82, 0.35], [-0.12, -2.22, -3.03], [3.16, -1.78, -0.83], [-4.83, -3.87, -0.65], [0.96, -1.44, -1.89], [-0.75, 0.45, 0.08], [0.21, -1.02, 3.20], [-4.16, -1.39, -4.53], [1.25, 2.31, 0.60], [-1.67, 0.33, -1.33], [-1.37, -0.27, -4.67], [2.78, -0.60, 2.98], [3.73, -2.41, -0.14], [-1.01, 1.69, 3.01], [-2.28, -4.50, 0.37], [1.64, -2.14, -0.90], [5.12, 5.23, 1.26], [-0.36, 3.28, 4.81], [-2.26, 2.01, -4.90], [5.46, 2.76, 1.25], [-2.49, 0.73, -2.73], [-0.06, -2.13, 0.54], [4.45, 3.15, 1.25], [3.70, -1.95, -1.76], [-0.41, 3.39, 3.72], [-5.07, 0.49, -4.16], [0.54, 3.68, 3.27], [-4.21, 0.08, -6.08], [1.95, 4.31, 0.82], [-2.35, 0.69, -4.21], [0.31, -0.27, 4.69], [-1.39, 1.87, 1.61], [-1.86, -0.64, -0.05], [3.38, -0.76, -0.52], [3.06, 5.12, 1.04], [-4.04, -0.09, -4.80], [1.08, -0.90, 0.74], [-0.52, -0.86, -0.96], [0.73, -0.20, 3.69], [-5.49, -2.74, -0.45], [-5.06, -4.36, -1.87], [2.93, 6.17, 0.84], [-1.21, 4.07, 3.45], [-2.89, -3.49, -0.47], [-1.06, -1.73, -4.21], [-2.63, -2.18, 0.23], [-0.79, -2.56, -3.70], [1.13, 4.75, 0.28], [1.57, -2.60, 1.11], [0.44, 1.02, 2.95], [1.62, -3.22, -1.02], [3.47, 1.24, 1.08], [2.08, 2.93, 0.87], [-1.16, -0.17, -0.61], [-0.30, -3.31, -4.17], [-2.37, -3.56, -1.85], [-1.51, -2.90, -3.07], [2.48, 0.73, 4.19], [4.28, 4.55, 1.23]],
  "lowdin_spin": [0.00, 0.00, 0.00, 0.07, 0.00, 0.00, 0.00, 0.00, 0.00, 0.77, 0.00, 0.00, 0.00, 0.00, 0.00, 0.00, 0.00, 0.00, 0.00, 0.00, 0.09, 0.00, 0.00, 0.00, 0.00, 0.00, 0.00, 0.00, 0.00, 0.00, 0.00, 0.00, 0.00, 0.00, 0.00, 0.00, 0.00, 0.00, 0.00, 0.00, 0.00, 0.00, 0.01, 0.00, 0.00, 0.00, 0.00, 0.00, 0.00, 0.00, 0.00, 0.01, 0.00, 0.01, 0.00, 0.03, 0.00, 0.00, 0.02, 0.00, 0.00, 0.00, 0.00, 0.00],
  "e_lumo_ev": [0.0, -3.9],
  "spin_multiplicity": 2,
  "energy_ev": -87250.6732,
  "total_charge": 0,
  "gap_ev": [9.8, 5.9]
}